No. 1
{"formula": "C28H58Br14N3O2", "method": "the ωB97M-V functional and the def2-TZVPD basis", "elements": ["C", "C", "C", "C", "C", "N", "C", "C", "C", "O", "O", "C", "C", "C", "C", "C", "N", "C", "N", "H", "H", "H", "H", "H", "H", "H", "H", "H", "H", "H", "H", "H", "H", "H", "H", "H", "H", "H", "H", "H", "H", "H", "H", "H", "H", "H", "H", "H", "H", "Br", "C", "C", "Br", "H", "H", "H", "H", "Br", "C", "C", "Br", "H", "H", "H", "H", "Br", "C", "C", "Br", "H", "H", "H", "H", "Br", "C", "C", "Br", "H", "H", "H", "H", "Br", "C", "C", "Br", "H", "H", "H", "H", "Br", "C", "C", "Br", "H", "H", "H", "H", "Br", "C", "C", "Br", "H", "H", "H", "H"], "positions_angstrom": [[-0.16, 5.35, -1.08], [-0.65, 5.18, 0.38], [-1.64, 4.01, 0.48], [-0.96, 2.76, 1.02], [-0.66, 2.97, 2.51], [-1.79, 1.50, 0.92], [-1.08, 0.32, 0.38], [-1.15, 0.14, -1.18], [-1.75, -1.27, -1.37], [-0.79, -2.24, -1.04], [-1.54, -3.41, -0.68], [0.27, 0.28, -1.72], [0.52, 0.42, -3.23], [-0.16, -0.64, -4.12], [0.27, 1.84, -3.77], [-2.14, 1.15, -1.72], [-3.33, 1.29, -0.84], [-3.02, 1.66, 0.41], [-4.05, 2.19, 1.17], [0.89, 5.65, -1.08], [-0.17, 4.38, -1.58], [-0.76, 6.07, -1.63], [0.24, 5.00, 0.97], [-1.11, 6.10, 0.74], [-2.03, 3.87, -0.54], [-2.49, 4.30, 1.10], [0.00, 2.62, 0.52], [-0.17, 2.09, 2.93], [-1.60, 3.15, 3.02], [-0.03, 3.84, 2.68], [-0.05, 0.38, 0.70], [-1.49, -0.56, 0.86], [-2.12, -1.37, -2.40], [-2.63, -1.36, -0.72], [-2.00, -3.61, -1.51], [0.88, -0.55, -1.35], [0.69, 1.18, -1.25], [1.59, 0.26, -3.37], [-1.17, -0.39, -4.41], [-0.12, -1.59, -3.59], [0.48, -0.79, -4.99], [0.68, 2.61, -3.12], [0.71, 1.91, -4.76], [-0.80, 2.01, -3.94], [-2.48, 0.79, -2.70], [-1.69, 2.12, -1.90], [-3.94, 2.04, -1.17], [-4.16, 3.18, 1.35], [-4.68, 1.56, 1.63], [3.44, -1.33, -0.84], [3.87, -3.11, -1.50], [3.42, -3.29, -2.92], [1.48, -3.50, -3.00], [3.41, -3.82, -0.82], [4.96, -3.20, -1.43], [3.84, -4.18, -3.36], [3.66, -2.43, -3.55], [6.86, 0.32, 0.92], [6.24, 1.96, 1.75], [4.78, 1.88, 2.11], [3.64, 2.07, 0.55], [6.45, 2.77, 1.06], [6.84, 2.08, 2.65], [4.50, 2.71, 2.77], [4.51, 0.94, 2.58], [-1.55, -4.96, 3.74], [0.26, -4.25, 3.72], [0.31, -2.88, 3.10], [0.13, -2.93, 1.16], [0.87, -4.98, 3.20], [0.57, -4.21, 4.76], [1.27, -2.41, 3.31], [-0.49, -2.24, 3.46], [5.96, -1.77, -5.40], [6.69, -3.19, -6.52], [5.67, -4.25, -6.82], [5.38, -5.43, -5.29], [7.56, -3.58, -6.00], [7.00, -2.70, -7.44], [6.03, -4.90, -7.61], [4.70, -3.85, -7.09], [-1.84, 6.81, 3.16], [-3.39, 7.85, 2.62], [-4.68, 7.11, 2.81], [-4.97, 5.77, 1.42], [-3.23, 8.15, 1.59], [-3.37, 8.74, 3.26], [-5.53, 7.78, 2.72], [-4.73, 6.59, 3.76], [-1.91, -0.78, 6.46], [-0.88, -2.37, 6.91], [-0.61, -2.45, 8.39], [0.78, -1.22, 8.94], [0.03, -2.33, 6.32], [-1.49, -3.20, 6.58], [-0.24, -3.44, 8.65], [-1.49, -2.22, 8.98], [-4.73, -4.32, -1.93], [-4.65, -6.23, -1.57], [-3.33, -6.61, -0.95], [-1.90, -6.63, -2.27], [-4.84, -6.73, -2.51], [-5.47, -6.43, -0.88], [-3.38, -7.63, -0.55], [-3.02, -5.93, -0.16]], "lowdin_charge": [-0.0770, -0.2535, -0.1931, -0.2814, -0.0238, 0.0322, -0.0674, -0.3444, -0.1841, -0.3774, -0.2273, -0.1254, -0.3903, -0.0875, -0.0673, -0.0783, 0.1692, -0.3226, 0.1672, 0.0751, 0.0486, 0.0775, 0.0978, 0.0277, 0.1055, 0.0351, 0.1373, 0.0859, 0.0852, 0.0721, 0.1308, 0.1053, 0.1278, 0.1333, 0.0254, 0.0445, 0.1071, 0.1263, 0.0779, -0.0193, 0.0847, 0.0687, 0.0861, 0.0666, 0.1316, 0.1174, 0.1708, 0.0075, 0.1194, 0.6310, -0.6495, -0.6885, 0.7404, 0.0515, 0.0643, -0.0194, 0.0065, 0.6134, -0.6969, -0.6807, 0.5750, 0.0508, 0.0603, 0.0577, 0.0522, 0.6114, -0.6810, -0.6574, 0.9350, 0.0535, 0.0436, 0.0614, 0.0373, 0.6345, -0.6862, -0.6776, 0.6611, 0.0516, 0.0596, 0.0599, 0.0531, 0.7011, -0.6615, -0.6535, 0.6795, 0.0563, 0.0634, 0.0639, 0.0565, 0.5965, -0.7155, -0.6954, 0.6135, 0.0344, 0.0421, 0.0606, 0.0519, 0.6410, -0.6707, -0.6839, 0.6410, 0.0531, 0.0617, 0.0618, 0.0470], "total_energy_ev": -1019128.3798, "lumo_energy_ev": -3.33, "multiplicity": 1, "gap_ha": 0.2913, "total_charge": 1}

No. 2
{"formula": "C2H3P", "method": "the ωB97M-V functional and the def2-TZVPD basis", "elements": ["C", "C", "P", "H", "H", "H"], "positions_angstrom": [[-1.88, -0.09, -0.15], [-0.24, 0.33, -0.62], [1.11, -0.57, -0.26], [-2.42, 0.65, 0.47], [1.47, -0.92, 1.05], [1.97, 0.60, -0.49]], "lowdin_charge": [0.0544, -0.4772, 0.6643, -0.0666, -0.1194, -0.0555], "smiles": "C#CP", "de_lowest_ev": 5.536, "total_energy_ev": -11403.2020, "lumo_energy_ev": -0.86, "multiplicity": 1, "gap_ha": 0.2925, "total_charge": 0}

No. 3
{"formula": "C43H57MgN5SSbSi", "method": "the ωB97M-V functional and the def2-TZVPD basis", "elements": ["Mg", "N", "C", "C", "N", "C", "C", "N", "C", "C", "N", "H", "H", "H", "H", "H", "H", "H", "H", "H", "H", "H", "H", "H", "H", "H", "H", "H", "H", "C", "Si", "C", "N", "C", "C", "C", "C", "C", "C", "C", "C", "C", "C", "C", "C", "C", "C", "C", "C", "C", "H", "H", "H", "H", "H", "H", "H", "H", "H", "H", "H", "H", "H", "H", "H", "H", "H", "H", "H", "H", "H", "H", "H", "H", "S", "Sb", "C", "C", "C", "C", "C", "C", "C", "C", "C", "C", "C", "C", "C", "C", "C", "C", "C", "C", "H", "H", "H", "H", "H", "H", "H", "H", "H", "H", "H", "H", "H", "H", "H"], "positions_angstrom": [[2.55, 0.29, 1.04], [1.98, -1.77, 0.70], [1.63, -2.42, 2.01], [2.46, -1.92, 3.24], [2.68, -0.45, 3.18], [1.58, 0.26, 3.95], [0.42, 0.59, 3.08], [0.83, 1.32, 1.89], [4.05, -0.15, 3.72], [5.09, -0.20, 2.61], [4.66, 0.53, 1.39], [1.24, -1.98, 0.01], [2.79, -2.17, 0.31], [1.56, -3.51, 1.86], [0.61, -2.11, 2.23], [3.46, -2.41, 3.13], [2.00, -2.18, 4.19], [2.08, 1.22, 4.30], [1.24, -0.26, 4.86], [-0.30, 1.17, 3.71], [-0.04, -0.33, 2.81], [1.11, 2.27, 2.12], [0.00, 1.49, 1.32], [4.34, -0.96, 4.41], [4.09, 0.80, 4.27], [5.34, -1.24, 2.40], [5.95, 0.41, 3.03], [5.22, 0.14, 0.67], [5.02, 1.49, 1.42], [2.46, 1.26, -1.02], [1.42, 2.57, -2.00], [1.99, 4.42, -2.06], [2.55, 4.82, -0.78], [1.65, 5.29, 0.28], [2.34, 5.23, 1.62], [3.65, 6.02, 1.61], [4.53, 5.78, 0.36], [4.01, 4.65, -0.52], [-0.47, 2.64, -1.63], [-1.10, 1.38, -1.56], [-2.45, 1.26, -1.38], [-3.33, 2.36, -1.35], [-2.70, 3.58, -1.47], [-1.31, 3.74, -1.63], [1.62, 1.94, -3.80], [0.54, 1.54, -4.55], [0.69, 1.16, -5.86], [1.89, 1.14, -6.47], [3.05, 1.48, -5.72], [2.90, 1.83, -4.40], [3.46, 1.63, -1.10], [2.41, 0.30, -1.58], [1.14, 5.07, -2.36], [2.83, 4.52, -2.81], [0.71, 4.71, 0.26], [1.35, 6.31, 0.04], [2.53, 4.18, 1.87], [1.60, 5.67, 2.33], [4.22, 5.91, 2.50], [3.28, 7.08, 1.62], [5.61, 5.57, 0.60], [4.50, 6.69, -0.28], [4.22, 3.66, 0.03], [4.64, 4.57, -1.46], [-0.49, 0.49, -1.53], [-2.83, 0.26, -1.27], [-4.41, 2.25, -1.20], [-3.32, 4.50, -1.40], [-0.94, 4.79, -1.83], [-0.46, 1.63, -4.17], [-0.23, 0.89, -6.42], [2.01, 0.77, -7.52], [4.06, 1.40, -6.19], [3.77, 2.19, -3.83], [-1.29, -2.53, -0.62], [-3.24, -3.59, -0.22], [-4.55, -2.78, -1.80], [-5.78, -3.44, -1.79], [-6.66, -3.21, -2.84], [-6.39, -2.19, -3.77], [-5.19, -1.52, -3.72], [-4.21, -1.80, -2.69], [-3.86, -2.80, 1.75], [-3.65, -3.59, 2.88], [-4.22, -3.23, 4.09], [-4.97, -2.04, 4.20], [-5.14, -1.26, 3.07], [-4.54, -1.61, 1.83], [-2.70, -5.64, -0.08], [-3.24, -6.51, 0.88], [-2.62, -7.78, 1.12], [-1.44, -8.09, 0.45], [-0.89, -7.22, -0.50], [-1.54, -5.98, -0.73], [-6.05, -4.25, -1.10], [-7.54, -3.84, -2.89], [-7.03, -1.97, -4.63], [-5.01, -0.87, -4.58], [-3.23, -1.36, -2.63], [-3.16, -4.57, 2.77], [-3.89, -3.74, 5.00], [-5.45, -1.81, 5.14], [-5.70, -0.33, 3.20], [-4.60, -0.95, 1.01], [-4.21, -6.24, 1.36], [-3.00, -8.42, 1.95], [-0.94, -9.06, 0.77], [-0.11, -7.46, -1.19], [-1.16, -5.37, -1.53]], "lowdin_charge": [0.5917, 0.0036, -0.1825, -0.1378, -0.2047, -0.1626, -0.2420, 0.0210, -0.1775, -0.2111, -0.0020, 0.0227, 0.0761, 0.1280, 0.0783, 0.1241, 0.1259, 0.1414, 0.1339, 0.1434, 0.0998, 0.0866, 0.1049, 0.1306, 0.1231, 0.1213, 0.1456, 0.0926, 0.1045, -0.3105, 0.6779, -0.2219, -0.2304, -0.2048, -0.2022, -0.1893, -0.1853, -0.1999, -0.2658, -0.1403, -0.1082, -0.0771, -0.0972, -0.1045, -0.2477, -0.1081, -0.1251, -0.1087, -0.0920, -0.1163, -0.0794, -0.0242, 0.0795, 0.0938, 0.1009, 0.1179, 0.0907, 0.1217, 0.0822, 0.1244, 0.1167, 0.1181, 0.0941, 0.1293, 0.0818, 0.0519, 0.1087, 0.1078, 0.1107, 0.0869, 0.1168, 0.1148, 0.1132, 0.0959, -0.0191, 1.2542, -0.3467, -0.1540, -0.0725, -0.0878, -0.0589, -0.0973, -0.3365, -0.1418, -0.0805, -0.0782, -0.0707, -0.1116, -0.3805, -0.1265, -0.0780, -0.0922, -0.0532, -0.1670, 0.1001, 0.1060, 0.1135, 0.1137, 0.0593, 0.0912, 0.1063, 0.1052, 0.1095, 0.0895, 0.1102, 0.1172, 0.1283, 0.1007, 0.0722], "total_energy_ev": -83655.4958, "lumo_energy_ev": -2.26, "multiplicity": 1, "gap_ha": 0.2358, "total_charge": 1}

No. 4
{"formula": "C11H7F2IN3NiO5", "method": "the ωB97M-V functional and the def2-TZVPD basis", "elements": ["Ni", "O", "C", "C", "C", "N", "C", "C", "C", "O", "O", "C", "O", "O", "H", "H", "H", "I", "C", "C", "N", "N", "C", "H", "H", "H", "F", "C", "F", "H"], "positions_angstrom": [[-0.24, 0.63, -0.24], [-2.17, -3.78, 3.12], [-1.98, -2.86, 2.16], [-1.32, -3.15, 1.02], [-0.83, -2.04, 0.25], [-1.24, -0.82, 0.44], [-1.84, -0.55, 1.65], [-2.26, -1.50, 2.53], [-1.73, 0.91, 2.05], [-2.14, 1.05, 3.21], [-1.13, 1.68, 1.23], [0.17, -2.51, -0.87], [-0.17, -3.50, -1.52], [1.30, -1.95, -0.75], [-2.11, -4.64, 2.70], [-1.08, -4.18, 0.88], [-2.50, -1.20, 3.54], [4.03, 3.62, -3.50], [2.73, 2.07, -2.91], [2.75, 0.66, -3.07], [1.83, 0.18, -2.17], [1.14, 1.15, -1.55], [1.55, 2.32, -2.16], [3.28, -0.03, -3.67], [1.62, -0.83, -1.85], [1.08, 3.27, -1.85], [1.14, 4.94, 0.28], [0.54, 3.70, 0.21], [-0.67, 4.00, -0.37], [0.24, 3.37, 1.20]], "lowdin_charge": [0.4539, 0.0681, -0.3144, 0.0474, -0.1338, 0.0684, -0.1493, 0.0762, -0.5918, 0.0116, -0.1056, -0.6372, 0.0097, -0.0792, 0.1026, 0.1169, 0.1225, 0.7739, -0.7260, -0.0994, -0.0058, -0.0449, -0.1864, 0.0984, 0.1113, 0.0780, -0.0104, -0.1372, -0.0147, 0.0972], "de_lowest_ev": 1.706, "s2": 2.009, "total_energy_ev": -80806.7333, "lumo_energy_ev": [2.06, 2.04], "multiplicity": 3, "gap_ha": [0.2730, 0.2434], "total_charge": -1}

No. 5
{"formula": "C6H18NO3", "method": "the ωB97M-V functional and the def2-TZVPD basis", "elements": ["C", "C", "C", "C", "C", "C", "N", "H", "H", "H", "H", "H", "H", "H", "H", "H", "H", "H", "H", "H", "H", "O", "H", "H", "O", "H", "H", "O"], "positions_angstrom": [[-1.29, 0.24, 3.67], [-0.99, -0.07, 2.17], [0.47, 0.35, 1.82], [1.11, -0.65, 0.76], [1.66, -1.74, 1.25], [2.02, -0.58, -1.59], [0.97, -0.48, -0.73], [-2.21, -0.37, 4.02], [-0.53, 0.13, 4.42], [-1.54, 1.28, 3.69], [-1.08, -1.01, 1.78], [-1.62, 0.67, 1.63], [0.42, 1.18, 1.18], [1.10, 0.49, 2.69], [2.24, -2.57, 0.71], [1.77, -1.76, 2.33], [1.82, -0.41, -2.64], [3.09, -0.53, -1.31], [0.08, -0.10, -1.12], [0.03, -3.16, -2.46], [0.67, -2.20, -3.51], [0.72, -2.42, -2.70], [-0.84, 2.84, -0.72], [-2.26, 3.02, 0.03], [-1.77, 3.19, -0.79], [-1.95, 2.04, -2.14], [-1.88, 1.32, -3.47], [-1.68, 1.38, -2.57]], "lowdin_charge": [-0.0327, -0.1540, -0.0679, -0.0973, 0.2784, 0.2709, 0.1376, 0.1382, 0.0754, 0.0745, 0.0798, 0.1306, 0.0971, 0.1483, 0.1679, 0.1368, 0.1250, 0.1644, 0.1742, 0.1604, -0.0618, 0.0156, 0.0651, 0.0633, -0.0411, -0.1472, 0.0489, 0.0497], "de_lowest_ev": 2.278, "s2": 0.755, "total_energy_ev": -14122.1607, "lumo_energy_ev": [-9.89, -13.53], "multiplicity": 2, "gap_ha": [0.2775, 0.1437], "total_charge": 2}